Here is C27H35N3O3 in the gas phase from OMol25. Energies are from the ωB97M-V functional and the def2-TZVPD basis.

* relative energy (zero: lowest compared OMol25 entry of this formula, charge and spin): 136.25 kJ/mol
* SMILES: COc1ccccc1N1CCN(C(=O)[C@@H](Cc2ccccc2)NC(=O)C2CCCCC2)CC1
* HOMO level: -0.2754 hartree
* HOMO-LUMO gap: 0.3025 Ha

CARTESIAN COORDINATES (ANGSTROEM)
C (4.2735, 5.6166, -1.3341)
O (3.2939, 4.6134, -1.4212)
C (2.1623, 4.8581, -2.1609)
C (1.9746, 6.0123, -2.9010)
C (0.7907, 6.2357, -3.5890)
C (-0.2150, 5.2955, -3.5328)
C (-0.0300, 4.1262, -2.8142)
C (1.1518, 3.8668, -2.1241)
N (1.3304, 2.7283, -1.3394)
C (2.5089, 1.9072, -1.5188)
C (2.2548, 0.8012, -2.5535)
N (1.1264, -0.0077, -2.1304)
C (1.3470, -1.2657, -1.7035)
O (2.4478, -1.7874, -1.7634)
C (0.1466, -2.0249, -1.1148)
C (0.4469, -3.5337, -1.0650)
C (-0.5372, -4.2276, -0.1679)
C (-1.8550, -4.4074, -0.5700)
C (-2.7779, -4.9883, 0.2804)
C (-2.3960, -5.3983, 1.5472)
C (-1.0845, -5.2281, 1.9562)
C (-0.1638, -4.6433, 1.1039)
N (-0.1083, -1.5291, 0.2258)
C (-1.3161, -1.0640, 0.6085)
O (-2.1844, -0.7975, -0.2042)
C (-1.5430, -0.8555, 2.0982)
C (-2.7540, -1.7117, 2.4961)
C (-3.1323, -1.4686, 3.9524)
C (-1.9475, -1.7655, 4.8660)
C (-0.7473, -0.9121, 4.4695)
C (-0.3628, -1.1715, 3.0132)
C (-0.0743, 0.7848, -1.9867)
C (0.1965, 1.9132, -0.9740)
H (5.0299, 5.2261, -0.6544)
H (3.8651, 6.5458, -0.9240)
H (4.7354, 5.8202, -2.3064)
H (2.7452, 6.7659, -2.9367)
H (0.6654, 7.1467, -4.1534)
H (-1.1464, 5.4578, -4.0539)
H (-0.8320, 3.4058, -2.7975)
H (3.3481, 2.5219, -1.8313)
H (2.7528, 1.4430, -0.5567)
H (3.1245, 0.1495, -2.6430)
H (2.0253, 1.2476, -3.5269)
H (-0.7613, -1.8466, -1.6972)
H (1.4672, -3.6718, -0.7022)
H (0.3951, -3.9296, -2.0804)
H (-2.1602, -4.0868, -1.5552)
H (-3.7998, -5.1183, -0.0434)
H (-3.1177, -5.8485, 2.2129)
H (-0.7785, -5.5481, 2.9422)
H (0.8610, -4.5170, 1.4270)
H (0.5695, -1.7989, 0.9197)
H (-1.8200, 0.1987, 2.2222)
H (-2.5067, -2.7661, 2.3506)
H (-3.5897, -1.4699, 1.8381)
H (-3.9791, -2.1027, 4.2212)
H (-3.4382, -0.4279, 4.0812)
H (-1.6835, -2.8224, 4.7826)
H (-2.2170, -1.5675, 5.9053)
H (0.1017, -1.1375, 5.1184)
H (-0.9943, 0.1444, 4.5975)
H (-0.0896, -2.2255, 2.9118)
H (0.5010, -0.5526, 2.7549)
H (-0.9230, 0.1944, -1.6499)
H (-0.3099, 1.2133, -2.9672)
H (-0.6892, 2.5347, -0.8478)
H (0.4260, 1.4503, -0.0061)

Cartesian forces (eV/Å) of the 3 atoms listed first:
C 0.177 0.165 0.007
O -0.533 -0.142 -0.106
C 0.148 -0.013 0.009